No. 1
{
  "formula": "C66H165N11O22",
  "method": "wB97M-V/def2-TZVPD",
  "total_charge": 0,
  "de_lowest_kcal_mol": 136.54,
  "total_energy_ha": -4870.532874,
  "smiles": "COCCNCCOC.COCCNCCOC.COCCNCCOC.COCCNCCOC.COCCNCCOC.COCCNCCOC.COCCNCCOC.COCCNCCOC.COCCNCCOC.COCCNCCOC.COCCNCCOC",
  "e_homo_ev": -8.126,
  "orbital_gap_ev": 8.65,
  "species": ["C", "O", "C", "C", "N", "C", "C", "O", "C", "H", "H", "H", "H", "H", "H", "H", "H", "H", "H", "H", "H", "H", "H", "H", "C", "O", "C", "C", "N", "C", "C", "O", "C", "H", "H", "H", "H", "H", "H", "H", "H", "H", "H", "H", "H", "H", "H", "H", "C", "O", "C", "C", "N", "C", "C", "O", "C", "H", "H", "H", "H", "H", "H", "H", "H", "H", "H", "H", "H", "H", "H", "H", "C", "O", "C", "C", "N", "C", "C", "O", "C", "H", "H", "H", "H", "H", "H", "H", "H", "H", "H", "H", "H", "H", "H", "H", "C", "O", "C", "C", "N", "C", "C", "O", "C", "H", "H", "H", "H", "H", "H", "H", "H", "H", "H", "H", "H", "H", "H", "H", "C", "O", "C", "C", "N", "C", "C", "O", "C", "H", "H", "H", "H", "H", "H", "H", "H", "H", "H", "H", "H", "H", "H", "H", "C", "O", "C", "C", "N", "C", "C", "O", "C", "H", "H", "H", "H", "H", "H", "H", "H", "H", "H", "H", "H", "H", "H", "H", "C", "O", "C", "C", "N", "C", "C", "O", "C", "H", "H", "H", "H", "H", "H", "H", "H", "H", "H", "H", "H", "H", "H", "H", "C", "O", "C", "C", "N", "C", "C", "O", "C", "H", "H", "H", "H", "H", "H", "H", "H", "H", "H", "H", "H", "H", "H", "H", "C", "O", "C", "C", "N", "C", "C", "O", "C", "H", "H", "H", "H", "H", "H", "H", "H", "H", "H", "H", "H", "H", "H", "H", "C", "O", "C", "C", "N", "C", "C", "O", "C", "H", "H", "H", "H", "H", "H", "H", "H", "H", "H", "H", "H", "H", "H", "H"],
  "xyz": [[-9.722, 23.739, 6.038], [-9.218, 23.133, 4.888], [-9.956, 23.444, 3.673], [-9.145, 22.938, 2.470], [-8.919, 21.483, 2.568], [-8.442, 20.852, 1.349], [-8.053, 19.404, 1.547], [-7.452, 18.885, 0.353], [-7.181, 17.474, 0.472], [-10.779, 23.477, 6.096], [-9.646, 24.823, 5.958], [-9.242, 23.440, 6.970], [-10.185, 24.506, 3.580], [-10.937, 22.968, 3.656], [-8.207, 23.491, 2.410], [-9.797, 23.120, 1.617], [-8.363, 21.190, 3.358], [-7.671, 21.482, 0.905], [-9.273, 20.862, 0.644], [-8.809, 18.761, 1.996], [-7.287, 19.374, 2.322], [-6.592, 17.201, 1.347], [-6.514, 17.168, -0.334], [-8.114, 16.916, 0.557], [-8.066, 16.863, 10.185], [-8.689, 16.639, 11.458], [-8.448, 17.602, 12.429], [-8.774, 17.029, 13.855], [-8.738, 18.150, 14.815], [-9.277, 17.779, 16.137], [-8.556, 16.591, 16.805], [-8.976, 16.299, 18.153], [-8.166, 15.405, 18.913], [-8.343, 17.789, 9.681], [-8.323, 16.094, 9.456], [-6.979, 16.823, 10.257], [-8.895, 18.571, 12.204], [-7.377, 17.798, 12.468], [-8.226, 16.115, 14.084], [-9.809, 16.717, 13.723], [-7.816, 18.554, 14.897], [-10.366, 17.731, 16.144], [-9.056, 18.621, 16.793], [-7.498, 16.844, 16.739], [-8.582, 15.729, 16.139], [-7.113, 15.669, 18.814], [-8.254, 14.428, 18.439], [-8.475, 15.532, 19.950], [-5.369, 17.374, 7.597], [-5.925, 16.154, 7.091], [-5.690, 15.028, 7.926], [-4.286, 14.416, 7.836], [-4.348, 13.126, 8.553], [-3.030, 12.413, 8.548], [-3.241, 10.896, 8.896], [-4.295, 10.420, 8.057], [-4.632, 9.075, 8.345], [-5.432, 18.146, 6.830], [-4.308, 17.223, 7.795], [-5.948, 17.700, 8.461], [-6.442, 14.275, 7.691], [-5.916, 15.352, 8.942], [-3.489, 15.000, 8.297], [-3.903, 14.254, 6.829], [-4.984, 12.439, 8.173], [-2.272, 12.981, 9.087], [-2.612, 12.422, 7.541], [-3.722, 10.855, 9.873], [-2.331, 10.322, 8.719], [-5.146, 8.760, 7.437], [-5.273, 8.891, 9.207], [-3.756, 8.430, 8.417], [-5.646, 21.667, 9.610], [-5.686, 23.059, 9.798], [-5.961, 23.857, 8.641], [-6.762, 25.084, 9.073], [-8.211, 24.911, 9.250], [-8.430, 23.999, 10.382], [-9.881, 23.826, 10.626], [-10.106, 23.120, 11.903], [-11.424, 23.101, 12.325], [-5.282, 21.222, 10.535], [-4.886, 21.358, 8.892], [-6.623, 21.297, 9.297], [-6.518, 23.194, 7.978], [-5.057, 24.177, 8.124], [-6.647, 25.907, 8.367], [-6.333, 25.384, 10.029], [-8.678, 25.776, 9.485], [-7.971, 24.403, 11.285], [-8.059, 22.995, 10.173], [-10.325, 23.303, 9.779], [-10.351, 24.809, 10.651], [-12.097, 22.856, 11.503], [-11.681, 24.095, 12.689], [-11.548, 22.440, 13.183], [-2.564, 19.617, 5.682], [-3.374, 18.649, 5.096], [-2.942, 18.366, 3.728], [-3.213, 16.911, 3.298], [-2.986, 15.885, 4.329], [-1.517, 15.664, 4.496], [-1.167, 14.962, 5.840], [-1.546, 15.857, 6.919], [-0.837, 15.747, 8.135], [-2.784, 20.580, 5.222], [-1.497, 19.426, 5.562], [-2.838, 19.716, 6.732], [-1.877, 18.558, 3.602], [-3.466, 19.041, 3.051], [-2.875, 16.683, 2.287], [-4.299, 16.925, 3.203], [-3.402, 16.295, 5.154], [-0.897, 16.554, 4.393], [-1.095, 14.977, 3.763], [-0.079, 14.892, 5.839], [-1.569, 13.955, 5.944], [0.239, 15.903, 8.059], [-0.980, 14.786, 8.629], [-1.108, 16.548, 8.822], [4.444, 28.080, 2.718], [3.671, 28.852, 3.612], [2.230, 28.876, 3.446], [1.498, 27.614, 3.895], [0.952, 26.872, 2.806], [-0.012, 25.867, 3.190], [-0.749, 25.271, 1.982], [-1.628, 26.203, 1.406], [-2.536, 25.646, 0.360], [4.134, 27.041, 2.829], [5.524, 28.100, 2.865], [4.295, 28.418, 1.692], [1.896, 29.331, 2.513], [1.897, 29.573, 4.214], [0.737, 27.787, 4.656], [2.255, 27.027, 4.414], [0.496, 27.465, 2.127], [-0.621, 26.242, 4.011], [0.572, 25.068, 3.648], [-1.374, 24.514, 2.456], [-0.115, 24.758, 1.259], [-3.508, 25.481, 0.827], [-2.202, 24.642, 0.097], [-2.642, 26.273, -0.525], [-4.042, 23.643, 4.133], [-4.486, 22.397, 4.732], [-5.880, 22.341, 4.880], [-6.243, 20.857, 5.112], [-7.705, 20.769, 5.055], [-8.173, 19.456, 5.558], [-8.355, 19.383, 7.067], [-9.517, 20.129, 7.447], [-9.725, 20.211, 8.840], [-2.980, 23.611, 3.889], [-4.368, 24.438, 4.805], [-4.548, 23.851, 3.191], [-6.456, 22.691, 4.024], [-6.320, 22.968, 5.656], [-5.850, 20.691, 6.115], [-5.717, 20.199, 4.421], [-8.257, 21.489, 5.498], [-7.523, 18.641, 5.242], [-9.115, 19.313, 5.029], [-7.450, 19.814, 7.495], [-8.460, 18.336, 7.353], [-8.835, 20.609, 9.328], [-9.946, 19.272, 9.347], [-10.594, 20.809, 9.113], [-17.997, 17.865, 10.461], [-17.023, 17.721, 9.411], [-16.548, 18.994, 8.886], [-15.357, 18.707, 8.026], [-14.277, 18.106, 8.799], [-13.125, 17.811, 7.980], [-12.128, 17.106, 8.917], [-12.600, 15.825, 9.466], [-11.535, 15.036, 9.985], [-18.840, 18.419, 10.047], [-17.645, 18.319, 11.387], [-18.330, 16.857, 10.708], [-16.296, 19.768, 9.611], [-17.381, 19.450, 8.351], [-15.012, 19.615, 7.533], [-15.556, 17.987, 7.232], [-14.518, 17.204, 9.185], [-12.770, 18.736, 7.525], [-13.444, 17.121, 7.198], [-11.836, 17.725, 9.766], [-11.199, 17.050, 8.349], [-10.641, 14.964, 9.365], [-11.783, 14.001, 10.219], [-11.177, 15.432, 10.935], [-12.020, 20.001, 4.469], [-13.289, 20.714, 4.348], [-13.542, 21.737, 5.269], [-15.053, 22.234, 5.359], [-15.913, 21.079, 5.371], [-17.316, 21.566, 5.225], [-18.184, 20.357, 5.524], [-18.359, 19.531, 4.383], [-19.108, 18.354, 4.717], [-11.966, 19.396, 3.564], [-12.022, 19.426, 5.394], [-11.218, 20.736, 4.401], [-12.754, 22.490, 5.277], [-13.301, 21.307, 6.242], [-15.175, 22.834, 4.458], [-15.252, 22.912, 6.190], [-15.682, 20.470, 4.600], [-17.521, 21.932, 4.219], [-17.560, 22.382, 5.906], [-19.118, 20.790, 5.881], [-17.760, 19.825, 6.375], [-19.029, 17.558, 3.976], [-20.171, 18.570, 4.829], [-18.851, 17.984, 5.709], [0.365, 29.499, 6.992], [-0.508, 28.974, 5.913], [-1.219, 30.014, 5.292], [-2.122, 29.481, 4.132], [-3.366, 28.900, 4.592], [-4.033, 28.258, 3.480], [-5.466, 27.903, 3.986], [-5.499, 26.824, 4.847], [-6.827, 26.333, 5.123], [1.213, 29.990, 6.515], [0.836, 28.665, 7.512], [-0.104, 30.143, 7.737], [-0.639, 30.830, 4.862], [-1.911, 30.427, 6.026], [-1.562, 28.790, 3.503], [-2.411, 30.275, 3.444], [-3.242, 28.183, 5.292], [-3.480, 27.331, 3.331], [-4.013, 28.746, 2.506], [-6.001, 27.670, 3.065], [-5.925, 28.779, 4.444], [-7.235, 26.984, 5.897], [-6.834, 25.288, 5.433], [-7.535, 26.538, 4.321], [-2.125, 22.919, 7.619], [-1.285, 21.742, 7.676], [-1.256, 21.147, 8.961], [-0.089, 20.134, 8.895], [-0.119, 19.185, 10.017], [-0.023, 19.747, 11.353], [1.410, 20.180, 11.708], [2.002, 19.122, 12.375], [3.250, 19.436, 13.090], [-1.932, 23.712, 8.342], [-3.144, 22.562, 7.767], [-2.148, 23.275, 6.589], [-2.248, 20.727, 9.128], [-1.122, 21.854, 9.780], [0.837, 20.661, 8.665], [-0.230, 19.581, 7.966], [0.574, 18.462, 9.887], [-0.412, 19.002, 12.047], [-0.754, 20.543, 11.492], [1.315, 20.925, 12.498], [2.009, 20.557, 10.880], [3.444, 18.576, 13.731], [3.048, 20.238, 13.800], [4.085, 19.661, 12.427]],
  "mulliken_charge": [-0.64, 0.28, -0.55, -0.96, 0.22, -0.67, 0.11, -0.41, -0.60, -0.03, 0.37, 0.07, 0.50, 0.05, 0.24, 0.66, -0.45, 0.30, 0.31, 0.36, -0.17, 0.14, 0.29, 0.34, -0.75, -0.32, -0.74, -0.56, -0.22, -0.71, -0.36, -0.34, -0.68, 0.18, 0.33, 0.49, 0.36, 0.34, 0.21, 0.35, 0.29, 0.31, 0.34, 0.30, 0.33, 0.30, 0.29, 0.23, 0.58, -0.28, -0.73, 0.18, -0.43, -0.29, -0.66, -0.37, -0.78, -0.79, 0.33, 0.06, 0.34, 0.31, -0.12, 0.29, 0.37, 0.23, 0.03, 0.37, 0.44, 0.26, 0.29, 0.31, 0.31, -0.45, 0.43, -1.31, -0.19, -0.09, -0.60, -0.31, -0.84, 0.37, -0.07, -0.42, -0.14, 0.35, 0.48, 0.44, 0.28, 0.35, -0.18, 0.23, 0.51, 0.32, 0.33, 0.27, -0.97, 0.35, -0.78, -1.18, -0.26, -0.43, -0.69, -0.06, -0.90, 0.33, 0.49, -0.01, 0.50, 0.41, 0.45, 0.38, 0.05, 0.22, 0.43, 0.57, 0.10, 0.42, 0.23, 0.33, -0.68, -0.42, -0.55, -0.12, -0.32, -0.51, -0.47, -0.33, -0.81, 0.27, 0.28, 0.28, 0.49, 0.04, 0.14, 0.36, 0.24, 0.25, 0.38, 0.19, 0.47, 0.23, 0.38, 0.28, -1.00, 0.20, 0.25, -0.33, 2.18, -1.89, 0.52, 0.16, 0.27, -0.01, 0.44, 0.37, 0.30, -0.57, -0.14, -0.16, -0.89, 0.71, 0.20, -0.44, 0.47, -0.46, -0.45, 0.44, -0.80, -0.35, -0.54, -0.24, -0.39, 0.16, -0.48, -0.42, -0.56, 0.31, 0.30, 0.25, 0.38, 0.35, -0.10, 0.45, 0.27, -0.28, 0.46, 0.17, 0.36, 0.21, 0.36, 0.18, 0.03, -0.45, 0.27, -1.22, 0.03, -0.94, 0.03, -0.38, -0.67, 0.27, 0.06, -0.12, 0.08, 0.01, 0.43, 0.45, 0.16, 0.39, 0.51, 0.45, -0.28, 0.28, 0.31, 0.23, -0.87, -0.21, -0.81, -0.35, -0.39, -0.39, -0.98, 0.00, -0.62, 0.32, 0.27, 0.34, 0.40, 0.41, 0.09, 0.44, 0.27, 0.10, 0.52, 0.48, 0.30, 0.40, -0.11, 0.43, -0.36, -0.39, -0.54, -0.56, -0.12, -0.89, -0.37, -0.32, -0.75, 0.46, -0.16, 0.25, 0.26, 0.64, 0.18, 0.12, 0.28, 0.38, 0.34, 0.42, 0.33, 0.25, 0.32, 0.28]
}

No. 2
{
  "formula": "C21H17F3NO8S",
  "method": "wB97M-V/def2-TZVPD",
  "total_charge": -1,
  "de_lowest_kcal_mol": 0.00,
  "total_energy_ha": -2164.877598,
  "smiles": "CC1(C)OC(=O)C([C@@H](c2ccccc2)[C@H](c2ccc([N+](=O)[O-])cc2)S(=O)(=O)C(F)(F)F)=C([O-])O1",
  "e_homo_ev": -4.409,
  "orbital_gap_ev": 5.51,
  "species": ["C", "C", "C", "O", "C", "O", "C", "C", "C", "C", "C", "C", "C", "C", "C", "C", "C", "C", "C", "N", "O", "O", "C", "C", "S", "O", "O", "C", "F", "F", "F", "C", "O", "O", "H", "H", "H", "H", "H", "H", "H", "H", "H", "H", "H", "H", "H", "H", "H", "H", "H"],
  "xyz": [[3.755, -0.215, -3.361], [3.941, -0.035, -1.864], [5.416, -0.120, -1.448], [3.447, 1.233, -1.421], [2.060, 1.371, -1.488], [1.566, 2.359, -1.988], [1.299, 0.290, -0.927], [-0.124, 0.494, -0.497], [-1.143, -0.461, -1.173], [-0.785, -1.540, -1.986], [-1.701, -2.576, -2.208], [-3.002, -2.482, -1.711], [-3.428, -1.288, -1.115], [-2.513, -0.252, -0.939], [-0.161, 0.407, 1.016], [-1.499, 0.515, 1.752], [-2.226, -0.666, 2.035], [-3.543, -0.600, 2.472], [-4.135, 0.669, 2.640], [-5.550, 0.788, 2.573], [-6.061, 1.930, 2.623], [-6.227, -0.258, 2.434], [-3.351, 1.836, 2.598], [-2.042, 1.753, 2.131], [1.060, 1.605, 1.829], [0.535, 2.071, 3.088], [1.585, 2.512, 0.836], [2.531, 0.542, 2.376], [3.515, 1.349, 2.791], [2.995, -0.215, 1.353], [2.140, -0.275, 3.372], [1.951, -0.977, -0.764], [1.410, -1.946, -0.258], [3.266, -1.100, -1.161], [2.693, -0.146, -3.625], [4.318, 0.563, -3.887], [4.142, -1.198, -3.650], [5.482, 0.022, -0.364], [5.816, -1.102, -1.715], [5.983, 0.666, -1.954], [-0.382, 1.519, -0.817], [0.212, -1.602, -2.424], [-1.374, -3.464, -2.750], [-3.690, -3.323, -1.788], [-4.455, -1.165, -0.757], [-2.845, 0.717, -0.552], [0.310, -0.548, 1.284], [-1.768, -1.640, 1.844], [-4.157, -1.488, 2.611], [-3.790, 2.793, 2.868], [-1.473, 2.677, 2.068]],
  "mulliken_charge": [-1.53, 1.64, -1.73, -0.37, 0.06, -0.74, -0.12, 0.53, 0.01, -0.15, -0.78, -0.62, -0.63, -0.31, -0.80, -0.16, -0.07, -0.60, -0.07, 0.95, -0.60, -0.61, -0.84, -0.11, 1.11, -0.68, -0.58, 0.66, -0.23, -0.16, -0.24, 0.52, -0.75, -0.40, 0.28, 0.37, 0.38, 0.39, 0.33, 0.38, 0.64, 0.34, 0.39, 0.37, 0.43, 0.60, 0.76, 0.46, 0.43, 0.44, 0.41]
}